Record 1
Computed, not measured: 2 unconnected molecules or ions with the total composition CH6IN4 at a distorted geometry, with ωB97M-V/def2-TZVPD.

Multiplicity: 1
Highest occupied orbital energy: -12.65 eV
Charge: +1
E: -15185.7547 eV
ΔE to the lowest compared entry with this formula, charge and spin: 28.7 kcal per mole
HOMO-LUMO gap: 9.00 eV

Each atom is followed by the atoms it is bonded to, with distances in Å.
Geometry (Å):
1 C -1.118 -0.072 -0.010  N2 1.242, N3 1.173
2 N -0.455 0.495 0.874  C1 1.242, H7 1.046, H12 0.946
3 N -1.879 -0.576 -0.745  C1 1.173, N5 1.299
4 N 2.472 0.520 0.886  I6 2.084, H8 1.083, H9 1.018
5 N -2.894 -1.110 -1.356  N3 1.299, H10 1.054, H11 1.048
6 I 3.080 0.502 2.880  N4 2.084
7 H -0.926 1.045 1.629  N2 1.046
8 H 3.062 1.323 0.461  N4 1.083
9 H 2.915 -0.280 0.441  N4 1.018
10 H -2.773 -1.145 -2.403  N5 1.054
11 H -3.143 -2.102 -1.130  N5 1.048
12 H 0.483 0.597 0.934  N2 0.946

Mulliken atomic charge list, values in e, 6 entries:
1 C 0.352
2 N -0.194
3 N 0.463
4 N -1.000
5 N -0.711
6 I 0.194

=====

Record 2
Computed, not measured: 2 unconnected molecules or ions with the total composition CH6IN4 at a distorted geometry, with ωB97M-V/def2-TZVPD.

Multiplicity: 1
Highest occupied orbital energy: -14.09 eV
Charge: +1
E: -15185.0390 eV
ΔE to the lowest compared entry with this formula, charge and spin: 45.2 kcal per mole
HOMO-LUMO gap: 9.47 eV

Each atom is followed by the atoms it is bonded to, with distances in Å.
Geometry (Å):
1 C 0.350 -1.271 0.625  N2 1.293, I6 2.097, H7 1.066
2 N -0.800 -1.256 0.035  C1 1.293, N3 1.231
3 N -1.554 -0.595 -0.679  N2 1.231, N4 1.248
4 N -2.706 -0.991 -0.949  N3 1.248, H8 1.082, H9 1.051
5 N 1.507 0.991 0.187  H10 1.046, H11 0.953, H12 0.985
6 I 2.017 -2.388 0.016  C1 2.097
7 H 0.247 -0.958 1.639  C1 1.066
8 H -3.330 -1.641 -0.349  N4 1.082
9 H -3.326 -0.382 -1.540  N4 1.051
10 H 1.695 1.023 -0.841  N5 1.046
11 H 2.261 0.885 0.761  N5 0.953
12 H 1.359 1.962 0.251  N5 0.985

Mulliken atomic charge list, values in e, 6 entries:
1 C -0.217
2 N 0.200
3 N 0.009
4 N -0.400
5 N -0.686
6 I 0.307

=====

Q: multiplicity of number 1 (CH6IN4)?
A: 1